Computed, not measured: an isolated molecule of C4H8O at a distorted geometry, with the ωB97M-V functional and the def2-TZVPD basis.

ORCA input file:
```
! RIJCOSX wB97M-V def2-TZVPD def2/J DEFGRID3
* xyz 0 1
C 1.04 -0.74 -0.61
C -0.17 0.22 -0.45
C -0.05 1.06 0.79
C -1.36 -0.75 -0.13
O -1.33 -1.39 0.88
H 1.03 -1.00 -1.63
H 1.26 -1.55 0.19
H 1.99 -0.20 -0.44
H -0.17 0.93 -1.39
H 0.82 1.65 0.88
H 0.11 0.57 1.75
H -0.98 1.79 0.97
H -2.18 -0.59 -0.82
*
```

Calculated values
Structure (SMILES) ... CC(C)C=O
Relative energy (zero: lowest compared OMol25 entry of this formula, charge and spin) ... 36.29 kcal per mole
Orbital gap ... 0.396 Eh